1.
4 unconnected molecules or ions with the total composition C7H15NO14S3 at a distorted geometry. Source: the Open Molecules 2025 dataset; level of theory: ωB97M-V with the def2-TZVPD basis set.

HOMO-LUMO gap in eV: 10.833
HOMO in eV: -10.9976
Spin multiplicity: 1
E_LUMO in eV: -0.2
SMILES: C[N+](=O)[O-].O=S1(=O)OCCO1.O=S1(=O)OCCO1.O=S1(=O)OCCO1
Maximum force in eV/Å: 5.02
Energy above the lowest of the compared OMol25 structures with the same formula, charge and spin in kJ/mol: 242.8

Structure (XYZ):
```
40
Properties=species:S:1:pos:R:3:forces:R:3:nbo_charge:R:1
C -21.9637 14.1448 29.0485 1.22 -1.72 -1.02 -0.491
N -22.3454 15.2340 28.1518 -1.60 1.34 -1.01 0.517
O -22.3725 15.0843 26.9067 0.35 0.00 2.74 -0.381
O -22.6711 16.2540 28.7360 0.16 0.05 -0.67 -0.365
H -21.0926 14.4643 29.6205 0.02 -0.01 -0.29 0.242
H -21.7425 13.3788 28.3053 0.44 -0.44 0.62 0.233
H -22.6872 13.7483 29.7608 -0.56 0.77 -0.42 0.246
C -26.2704 14.0070 23.5534 -0.21 -0.58 0.01 -0.096
C -27.1520 12.7890 23.9784 1.75 0.19 1.86 -0.116
O -26.5179 11.6640 23.3739 0.82 -1.61 -0.68 -0.674
S -24.8657 11.8396 23.3832 -0.04 0.53 0.31 2.435
O -24.1677 11.0018 22.3608 -2.76 3.02 2.91 -0.805
O -24.3757 11.8507 24.7685 -0.94 -0.34 -2.66 -0.885
O -25.1151 13.4396 22.9701 2.14 -1.82 -1.24 -0.683
H -25.8449 14.5296 24.4102 -0.91 0.45 0.07 0.207
H -26.7324 14.6275 22.7855 0.12 0.17 0.25 0.204
H -28.2407 12.7810 23.9262 0.29 0.02 -1.06 0.225
H -26.9428 12.6792 25.0424 -0.24 -0.02 0.27 0.189
C -15.8592 18.7868 29.6589 0.58 0.61 0.31 -0.112
C -16.0233 18.8169 28.1455 -0.39 -0.32 0.82 -0.095
O -15.6037 17.4934 27.8039 0.43 -0.69 -0.80 -0.695
S -15.8124 16.4139 28.9845 2.63 -1.70 -0.16 2.468
O -14.4381 15.9801 29.3920 -4.06 0.92 -1.03 -0.877
O -16.8228 15.4167 28.6018 2.03 2.54 1.20 -0.854
O -16.3308 17.5042 30.0382 -1.60 -1.43 0.11 -0.680
H -16.3564 19.6050 30.1797 -0.48 -0.45 0.04 0.218
H -14.8453 18.7334 30.0555 0.49 0.78 -0.79 0.210
H -15.4835 19.6364 27.6709 0.54 -0.59 -0.15 0.219
H -17.0570 18.8732 27.8044 -0.20 0.33 0.44 0.198
C -16.9899 12.8539 23.7786 -1.68 0.27 -0.01 -0.095
C -18.5695 13.0511 23.6136 0.50 1.25 -0.32 -0.111
O -19.1403 11.8623 23.0674 1.12 -1.44 0.00 -0.667
S -18.0164 11.0824 22.2022 0.71 -0.30 -0.91 2.467
O -18.2422 11.1672 20.7577 0.53 0.48 3.06 -0.860
O -17.8379 9.7844 22.7856 -0.06 1.02 -0.38 -0.882
O -16.7107 12.0736 22.6658 -1.13 -2.08 -2.50 -0.674
H -16.5909 12.3247 24.6440 -0.70 0.11 0.46 0.196
H -16.4203 13.7753 23.6572 -0.39 0.20 0.07 0.208
H -18.8271 13.6992 22.7759 0.90 1.09 0.36 0.197
H -19.1397 13.4128 24.4692 0.19 -0.59 0.18 0.220
```
Forces are in eV/Å.

***

2.
2 unconnected molecules or ions with the total composition C7H15NO2 at a distorted geometry. Source: the Open Molecules 2025 dataset; level of theory: ωB97M-V with the def2-TZVPD basis set.

HOMO-LUMO gap in eV: 8.989
HOMO in eV: -8.2465
Spin multiplicity: 1
E_LUMO in eV: 0.7
SMILES: C/C=C(\C)O.CCC(N)=O
Maximum force in eV/Å: 4.45
Energy above the lowest of the compared OMol25 structures with the same formula, charge and spin in kJ/mol: 150.5

Structure (XYZ):
```
25
Properties=species:S:1:pos:R:3:forces:R:3:nbo_charge:R:1
C -0.5281 -1.5238 -1.2585 0.46 1.34 0.95 -0.481
C 0.7717 -1.4046 -2.0342 0.16 0.07 -0.21 -0.616
C -1.2385 -0.1385 -0.8963 -2.97 -2.71 -1.92 0.697
N -1.2827 0.7440 -1.9573 0.61 0.06 0.83 -0.851
O -2.2040 -0.1796 -0.1233 1.73 0.67 0.14 -0.645
H -0.5884 0.7360 -2.6897 -0.24 0.18 0.24 0.395
H -2.0547 1.3988 -1.9448 0.42 -0.02 -0.12 0.406
H -0.3567 -2.0800 -0.3309 -0.16 0.23 -0.06 0.222
H -1.2680 -2.0787 -1.8429 -0.07 0.23 0.15 0.227
H 1.4774 -0.7252 -1.5460 -0.08 -0.13 0.03 0.205
H 1.2539 -2.3822 -2.1327 -0.04 0.15 -0.01 0.221
H 0.5977 -1.0256 -3.0466 0.06 -0.08 0.03 0.191
C -0.0091 -0.6555 2.3931 0.00 0.06 0.18 -0.690
C -0.2410 2.2548 1.2355 -0.65 -0.39 -0.73 -0.630
C 0.9349 0.0109 1.4485 -0.57 1.56 -1.32 0.365
C 0.6505 1.1492 0.7383 1.26 -0.65 1.78 -0.343
O 2.1179 -0.6526 1.2826 -0.05 -0.27 -0.25 -0.682
H 2.7110 -0.1139 0.7335 -0.29 -0.15 0.24 0.480
H 1.4226 1.5026 0.0559 0.09 -0.16 -0.12 0.180
H -1.0474 -0.3891 2.1733 0.26 0.05 -0.06 0.254
H 0.2216 -0.3534 3.4196 -0.02 -0.20 0.00 0.226
H 0.0757 -1.7430 2.3099 0.13 0.14 0.08 0.231
H -1.0078 1.8974 1.9251 0.09 0.06 -0.02 0.220
H 0.3414 3.0497 1.7109 0.01 -0.17 0.05 0.210
H -0.7499 2.7024 0.3769 -0.15 0.12 0.13 0.207
```
Forces are in eV/Å.

***

3.
C7H15NO2 in the gas phase at a distorted geometry. Source: the Open Molecules 2025 dataset; level of theory: ωB97M-V with the def2-TZVPD basis set.

HOMO-LUMO gap in eV: 10.033
HOMO in eV: -9.2468
Spin multiplicity: 1
E_LUMO in eV: 0.8
SMILES: C=C[C@](C)(O)N(O)C(C)C
Maximum force in eV/Å: 1.84
Energy above the lowest of the compared OMol25 structures with the same formula, charge and spin in kJ/mol: 351.1

Structure (XYZ):
```
25
Properties=species:S:1:pos:R:3:forces:R:3:nbo_charge:R:1
C -0.8361 1.2276 0.1995 -0.24 0.05 1.23 -0.054
C -1.6759 1.1983 -1.0815 0.03 -0.51 -0.16 -0.625
C 0.4244 2.0733 0.0250 0.32 0.11 -0.02 -0.642
C 0.2800 -1.0660 -1.1209 0.99 0.49 -0.92 -0.193
C 1.4289 -0.7140 -1.7202 -0.88 -0.17 0.60 -0.393
H -1.4702 1.7787 0.9078 0.21 -0.21 0.06 0.198
H -0.5708 -1.3236 -1.7491 0.06 0.05 0.19 0.216
H 0.1561 3.1361 0.0722 -0.03 -0.18 -0.01 0.214
H -1.0774 1.0209 -1.9794 -0.05 -0.12 0.20 0.213
H -2.1601 2.1701 -1.2312 0.12 -0.10 0.25 0.220
H -2.4663 0.4425 -1.0255 0.09 0.08 -0.03 0.220
H 0.9108 1.9204 -0.9410 -0.05 -0.16 0.09 0.209
H 1.1572 1.9028 0.8185 -0.16 -0.07 -0.05 0.229
H 2.3179 -0.4513 -1.1557 -0.04 -0.07 -0.04 0.196
H 1.4863 -0.6439 -2.8023 0.02 -0.07 0.14 0.204
C 1.2809 -1.7512 1.0957 0.22 0.19 0.29 -0.619
C 0.0329 -1.2261 0.3608 0.35 -1.17 -0.10 0.301
O -0.0311 0.2252 2.2372 -0.89 0.05 -0.36 -0.591
O -0.9052 -2.3005 0.4433 -0.65 -0.24 0.26 -0.734
N -0.6782 -0.1018 0.9793 0.57 1.66 -0.56 -0.185
H -0.7482 0.0972 2.8843 0.41 0.08 -0.36 0.474
H -1.6431 -1.8878 0.9209 0.07 -0.37 -0.22 0.481
H 2.0935 -1.0208 1.1277 -0.10 0.01 0.01 0.208
H 1.0364 -2.0446 2.1239 -0.06 0.30 -0.30 0.227
H 1.6571 -2.6615 0.6107 -0.30 0.36 -0.18 0.225
```
Forces are in eV/Å.

***

4.
A molecular structure, C7H15NO2S at a distorted geometry. Source: the Open Molecules 2025 dataset; level of theory: ωB97M-V with the def2-TZVPD basis set.

HOMO-LUMO gap in eV: 9.990
HOMO in eV: -9.3384
Spin multiplicity: 1
E_LUMO in eV: 0.7
Maximum force in eV/Å: 5.93
Energy above the lowest of the compared OMol25 structures with the same formula, charge and spin in kJ/mol: 238.2

Structure (XYZ):
```
26
Properties=species:S:1:pos:R:3:forces:R:3:nbo_charge:R:1
C -0.6602 -0.2150 -0.6646 -0.32 4.00 2.45 -0.085
C -0.3169 -0.6561 0.8666 -1.08 0.54 -0.42 -0.272
C 0.6363 0.6162 -0.9178 0.56 0.02 0.19 -0.164
C -1.4474 -0.6070 1.8172 -2.23 1.46 2.14 -0.657
C 0.3525 -2.0024 1.1389 0.69 -1.84 -2.36 -0.614
C 0.4798 1.9278 -1.8087 -2.30 -4.70 2.79 -0.596
C 1.7669 -0.3726 -1.2905 0.73 0.69 2.49 -0.645
N -1.7554 0.7692 -0.8718 0.68 -0.88 0.27 -0.849
O -0.1781 2.1665 1.2727 1.06 -2.93 -0.73 -0.931
O 1.9387 0.9055 1.6409 -0.80 -0.53 -0.46 -0.920
S 0.6436 0.9389 0.9740 0.78 1.90 -0.60 2.055
H -1.0116 -1.0063 -1.1963 0.24 -2.74 -1.93 0.210
H -1.1913 -0.8568 2.8683 0.53 0.34 -0.56 0.224
H -2.2893 -1.2789 1.7027 0.00 -0.58 -0.95 0.227
H -1.9418 0.3855 1.8962 0.48 -0.38 -0.26 0.243
H 0.1221 -2.2391 2.1772 -0.05 -0.68 -0.37 0.228
H 1.4514 -1.9945 1.0666 -0.40 0.07 0.07 0.230
H 0.0137 -2.8959 0.2912 0.61 2.61 2.66 0.225
H 1.3654 2.3082 -2.0244 3.89 2.14 -0.61 0.213
H -0.2514 2.5109 -1.3166 -0.18 1.23 -0.20 0.219
H 0.1187 1.3953 -2.6269 -1.11 0.07 -2.10 0.221
H 2.7514 0.0559 -1.0773 -0.06 0.36 -0.35 0.230
H 1.7785 -0.7552 -2.2905 -0.47 -0.18 -0.54 0.227
H 1.7537 -1.1706 -0.5122 -0.13 0.23 -1.27 0.223
H -2.6462 0.3750 -0.5926 0.05 0.69 0.27 0.372
H -1.4833 1.6954 -0.5224 -1.18 -0.90 0.39 0.386
```
Forces are in eV/Å.

***

- Among the records above, which one has the lowest HOMO?
  C7H15NO14S3

***

Repeat the fourth record exactly.
A molecular structure, C7H15NO2S at a distorted geometry. Source: the Open Molecules 2025 dataset; level of theory: ωB97M-V with the def2-TZVPD basis set.

HOMO-LUMO gap in eV: 9.990
HOMO in eV: -9.3384
Spin multiplicity: 1
E_LUMO in eV: 0.7
Maximum force in eV/Å: 5.93
Energy above the lowest of the compared OMol25 structures with the same formula, charge and spin in kJ/mol: 238.2

Structure (XYZ):
```
26
Properties=species:S:1:pos:R:3:forces:R:3:nbo_charge:R:1
C -0.6602 -0.2150 -0.6646 -0.32 4.00 2.45 -0.085
C -0.3169 -0.6561 0.8666 -1.08 0.54 -0.42 -0.272
C 0.6363 0.6162 -0.9178 0.56 0.02 0.19 -0.164
C -1.4474 -0.6070 1.8172 -2.23 1.46 2.14 -0.657
C 0.3525 -2.0024 1.1389 0.69 -1.84 -2.36 -0.614
C 0.4798 1.9278 -1.8087 -2.30 -4.70 2.79 -0.596
C 1.7669 -0.3726 -1.2905 0.73 0.69 2.49 -0.645
N -1.7554 0.7692 -0.8718 0.68 -0.88 0.27 -0.849
O -0.1781 2.1665 1.2727 1.06 -2.93 -0.73 -0.931
O 1.9387 0.9055 1.6409 -0.80 -0.53 -0.46 -0.920
S 0.6436 0.9389 0.9740 0.78 1.90 -0.60 2.055
H -1.0116 -1.0063 -1.1963 0.24 -2.74 -1.93 0.210
H -1.1913 -0.8568 2.8683 0.53 0.34 -0.56 0.224
H -2.2893 -1.2789 1.7027 0.00 -0.58 -0.95 0.227
H -1.9418 0.3855 1.8962 0.48 -0.38 -0.26 0.243
H 0.1221 -2.2391 2.1772 -0.05 -0.68 -0.37 0.228
H 1.4514 -1.9945 1.0666 -0.40 0.07 0.07 0.230
H 0.0137 -2.8959 0.2912 0.61 2.61 2.66 0.225
H 1.3654 2.3082 -2.0244 3.89 2.14 -0.61 0.213
H -0.2514 2.5109 -1.3166 -0.18 1.23 -0.20 0.219
H 0.1187 1.3953 -2.6269 -1.11 0.07 -2.10 0.221
H 2.7514 0.0559 -1.0773 -0.06 0.36 -0.35 0.230
H 1.7785 -0.7552 -2.2905 -0.47 -0.18 -0.54 0.227
H 1.7537 -1.1706 -0.5122 -0.13 0.23 -1.27 0.223
H -2.6462 0.3750 -0.5926 0.05 0.69 0.27 0.372
H -1.4833 1.6954 -0.5224 -1.18 -0.90 0.39 0.386
```
Forces are in eV/Å.

***

- Which of these has the lowest E_LUMO?
  C7H15NO14S3

***

- Which of these has the highest E_LUMO?
  number 3